(1)
Density functional theory data (the ωB97M-V functional and the def2-TZVPD basis) for C11H17IrN2O4S3 as an isolated structure.

Positions of all 38 atoms, in Å:
1 Ir 0.771 -1.359 0.523
2 S 0.488 -3.511 -0.220
3 S 2.640 -1.966 -0.475
4 S 2.534 -4.366 -2.327
5 O 0.094 -0.582 -1.256
6 O -2.099 3.637 -0.821
7 O 0.745 -1.642 2.565
8 O -0.219 1.396 2.655
9 N -0.158 0.472 0.596
10 N -1.187 2.525 0.910
11 C 2.638 -3.152 3.081
12 C -0.087 2.203 -2.456
13 C -0.510 1.481 1.491
14 C -3.307 0.338 -1.217
15 C -0.380 0.482 -0.715
16 C -1.069 1.578 -1.433
17 C -2.319 1.021 -2.152
18 C 1.200 -2.816 3.348
19 C -1.504 2.667 -0.445
20 C 1.201 2.723 -1.835
21 C 1.929 -3.405 -1.179
22 H -0.635 3.011 -2.940
23 H 1.775 1.927 -1.351
24 H -2.865 -0.526 -0.714
25 H 3.306 -2.344 3.378
26 H -3.684 1.024 -0.456
27 H 0.906 -0.810 3.040
28 H -1.973 0.333 -2.925
29 H 1.843 3.154 -2.601
30 H -2.785 1.872 -2.650
31 H -1.478 3.284 1.514
32 H 2.891 -4.034 3.670
33 H 2.806 -3.397 2.032
34 H 0.511 -3.608 3.067
35 H 1.017 -2.536 4.384
36 H 1.010 3.505 -1.097
37 H -4.167 -0.027 -1.776
38 H 0.122 1.444 -3.211

Kohn-Sham gap (alpha / beta)	7.50 / 5.65	eV
energy relative to the best compared isomer or geometry (same formula, charge and spin)	18.96	kJ/mol
net charge	+1
<S²>	0.796
total energy	-58191.848	eV
max |F|	0.44	eV/Å
LUMO (alpha / beta)	-0.188 / -0.251	hartree
E_HOMO (alpha / beta)	-12.63 / -12.47	eV
multiplicity	2

***

(2)
Density functional theory data (the ωB97M-V functional and the def2-TZVPD basis) for a 2-piece molecular cluster, C4H11O3 overall in a non-equilibrium geometry.

Positions of all 18 atoms, in Å:
1 O -0.417 -2.563 -1.524
2 O 0.249 2.104 -0.033
3 O -1.969 3.078 -0.583
4 C -0.075 -1.146 0.309
5 C 0.640 -2.028 -0.728
6 C 0.834 -0.036 0.887
7 C 0.108 1.387 1.083
8 H 0.609 1.909 2.038
9 H 1.246 -2.896 -0.383
10 H -0.955 1.065 1.368
11 H -1.990 2.942 -1.461
12 H -0.891 -0.623 -0.171
13 H 1.763 -0.018 0.213
14 H -0.379 -2.305 -2.405
15 H 1.260 -0.430 1.811
16 H -1.018 2.742 -0.249
17 H -0.462 -1.837 1.110
18 H 1.445 -1.344 -1.280

Kohn-Sham gap (alpha / beta)	11.13 / 7.46	eV
energy relative to the best compared isomer or geometry (same formula, charge and spin)	109.87	kJ/mol
<S²>	0.755
total energy	-10464.796	eV
max |F|	6.03	eV/Å
LUMO (alpha / beta)	0.029 / -0.105	hartree
E_HOMO (alpha / beta)	-10.35 / -10.31	eV
multiplicity	2

***

(3)
Density functional theory data (the ωB97M-V functional and the def2-TZVPD basis) for C2H25MnO20P as an isolated structure in a non-equilibrium geometry.

Positions of all 49 atoms, in Å:
1 Mn 7.590 -15.043 36.935
2 P 6.479 -15.013 39.357
3 O 6.714 -11.424 38.988
4 O 6.019 -13.706 33.731
5 O 7.103 -13.853 38.558
6 O 4.747 -17.319 41.119
7 O 8.014 -18.329 38.554
8 O 9.638 -15.132 37.659
9 O 8.996 -16.385 35.996
10 O 7.621 -12.780 41.660
11 O 8.753 -11.804 37.077
12 O 9.667 -14.619 39.791
13 O 4.222 -15.489 37.070
14 O 7.283 -17.021 42.418
15 O 3.916 -14.206 41.856
16 O 4.390 -12.209 38.503
17 O 6.803 -16.175 38.355
18 O 11.095 -16.638 36.794
19 O 7.251 -13.383 35.576
20 O 4.966 -14.775 39.401
21 O 6.107 -15.227 35.400
22 O 7.223 -15.319 40.675
23 C 6.396 -14.051 34.848
24 C 10.021 -16.013 36.717
25 H 7.405 -11.003 38.425
26 H 9.741 -14.676 38.707
27 H 5.035 -15.338 36.385
28 H 4.354 -14.941 42.289
29 H 8.189 -17.110 42.759
30 H 5.815 -11.339 38.563
31 H 8.722 -14.842 40.064
32 H 6.945 -12.432 38.910
33 H 6.710 -16.769 43.166
34 H 7.233 -16.240 41.648
35 H 8.249 -12.286 36.365
36 H 7.415 -19.066 38.745
37 H 3.440 -12.229 38.649
38 H 4.203 -16.427 37.302
39 H 4.739 -13.030 38.908
40 H 4.192 -14.269 40.918
41 H 9.514 -12.366 37.255
42 H 5.176 -16.608 40.622
43 H 7.490 -17.401 38.488
44 H 4.329 -17.872 40.452
45 H 4.395 -15.011 37.973
46 H 7.273 -13.630 41.337
47 H 10.310 -15.198 40.211
48 H 8.405 -13.000 42.171
49 H 8.735 -18.247 39.193

Kohn-Sham gap (alpha / beta)	4.09 / 4.79	eV
<S²>	8.753
total energy	-84041.449	eV
max |F|	4.74	eV/Å
LUMO (alpha / beta)	-0.091 / -0.091	hartree
E_HOMO (alpha / beta)	-6.58 / -7.28	eV
multiplicity	6

***

(4)
Density functional theory data (the ωB97M-V functional and the def2-TZVPD basis) for a 7-piece molecular cluster, C26H69N3O14 overall in a non-equilibrium geometry.

Positions of all 112 atoms, in Å:
1 O 0.552 -3.754 2.524
2 O 1.158 -2.180 -3.514
3 O 2.009 -0.686 0.386
4 O -4.240 -2.186 4.369
5 O -7.494 -0.739 -6.358
6 O 5.573 -1.279 1.538
7 O 5.165 3.907 -1.967
8 O -4.130 1.239 1.912
9 O -2.516 -0.006 3.714
10 O -0.142 -1.054 2.452
11 O 4.187 -1.320 -4.143
12 O -3.483 -0.673 -2.622
13 O 1.492 3.417 2.541
14 O -2.641 4.491 2.742
15 N 3.033 3.251 -0.093
16 N -5.298 -1.434 -4.700
17 N 3.048 -2.058 2.402
18 C -3.497 3.335 2.904
19 C 3.613 2.347 -1.104
20 C -8.193 0.177 -7.163
21 C -5.516 -2.031 -6.032
22 C -2.914 -2.081 4.848
23 C 3.720 -0.876 2.971
24 C -3.331 -0.012 -1.395
25 C 4.042 3.114 -2.341
26 C -6.311 -1.164 -6.989
27 C 3.466 -1.598 -2.936
28 C -0.355 -0.764 1.058
29 C 6.776 -0.706 1.094
30 C 3.453 2.947 1.274
31 C -2.476 -0.620 4.973
32 C 2.583 -2.939 3.478
33 C 4.632 -0.297 1.905
34 C -0.500 -4.676 2.724
35 C 0.823 0.049 0.567
36 C -4.270 -1.831 -2.497
37 C -4.604 -2.399 -3.869
38 C -3.234 2.339 1.803
39 C 1.802 -4.166 3.048
40 C 0.889 4.070 3.643
41 C 5.488 4.820 -2.992
42 C 2.791 3.900 2.240
43 C 2.026 -1.180 -3.011
44 H -3.267 2.889 3.879
45 H -3.817 0.765 2.709
46 H -0.532 -1.714 0.547
47 H 3.575 -2.649 -2.650
48 H -2.682 0.847 -1.577
49 H 5.609 4.285 -3.942
50 H 3.458 4.148 -0.324
51 H 5.109 -1.527 -3.976
52 H -4.543 -2.285 -6.481
53 H 4.530 2.949 1.503
54 H 6.653 -0.170 0.135
55 H -6.467 -1.693 -7.936
56 H 4.763 5.633 -3.092
57 H 2.364 -4.804 2.360
58 H -2.930 -0.658 -0.606
59 H -4.653 -0.680 -4.926
60 H 3.727 -2.569 1.848
61 H 2.883 1.588 -1.399
62 H -9.103 0.503 -6.663
63 H 4.330 2.408 -3.131
64 H -1.473 -0.549 5.406
65 H 3.493 -3.360 3.941
66 H 4.066 0.056 1.037
67 H 3.949 -1.025 -2.135
68 H 4.503 1.822 -0.741
69 H -0.213 -5.641 2.286
70 H 1.515 3.936 4.535
71 H -2.190 2.008 1.881
72 H -4.529 3.701 2.890
73 H -6.018 -2.993 -5.892
74 H 5.068 0.636 2.287
75 H -2.818 -2.684 5.750
76 H -0.697 -4.820 3.789
77 H 1.609 -4.743 3.960
78 H 3.256 3.726 -2.797
79 H -3.125 -0.158 5.719
80 H 2.961 -0.139 3.249
81 H -5.181 -3.314 -3.721
82 H 0.220 -1.952 2.510
83 H 2.262 -1.145 1.221
84 H -8.556 -0.309 -8.081
85 H 3.073 1.931 1.422
86 H -2.230 -2.526 4.110
87 H 1.735 -0.789 -2.031
88 H -4.248 -1.994 3.428
89 H -3.729 -2.576 -1.897
90 H -1.395 -4.380 2.183
91 H -5.734 -0.273 -7.281
92 H 3.375 3.907 3.172
93 H 2.738 4.923 1.851
94 H 0.608 0.499 -0.412
95 H -4.241 0.434 -0.973
96 H -7.554 1.024 -7.433
97 H 2.065 -2.434 4.293
98 H -0.025 3.511 3.829
99 H 1.950 -0.291 -3.654
100 H 0.720 5.127 3.438
101 H -3.662 -2.743 -4.331
102 H 0.919 0.950 1.189
103 H -3.323 2.765 0.803
104 H -1.263 -0.173 0.902
105 H 0.351 -1.759 -3.818
106 H -2.797 4.987 3.551
107 H 7.568 -1.399 0.815
108 H -1.795 -0.317 3.145
109 H 6.457 5.280 -2.787
110 H 7.102 0.063 1.799
111 H 4.262 -1.094 3.899
112 H -5.218 -1.664 -1.970

Kohn-Sham gap	9.30	eV
energy relative to the best compared isomer or geometry (same formula, charge and spin)	53.66	kJ/mol
total energy	-61210.006	eV
max |F|	1.68	eV/Å
SMILES string	COCCNCCOC.COCCNCCOC.COCCNCCOC.OCCO.OCCO.OCCO.OCCO
LUMO	0.018	hartree
E_HOMO	-8.80	eV

***

(5)
Density functional theory data (the ωB97M-V functional and the def2-TZVPD basis) for C47H64BN12O4S3V as an isolated structure.

Positions of all 132 atoms, in Å:
1 V -0.652 -0.769 -0.536
2 S -5.442 -0.890 -1.022
3 S -0.421 1.948 -3.004
4 S -3.660 1.489 -1.021
5 O -4.908 -3.736 1.395
6 O -0.982 -2.509 0.567
7 O -0.011 2.776 -1.899
8 O 0.480 1.752 -4.112
9 N -0.885 0.544 -2.372
10 N 1.481 -0.765 -1.010
11 N 2.491 0.216 1.632
12 N 0.561 1.651 0.906
13 N -0.383 0.684 1.090
14 N 2.126 0.426 -0.854
15 N 1.878 -0.985 1.757
16 N -1.206 -1.651 -2.374
17 N -2.859 -0.918 -0.295
18 N -3.227 -2.199 0.138
19 N -1.615 -0.481 -4.410
20 N -5.210 4.739 -5.216
21 C -3.578 1.092 2.991
22 C 2.507 -1.646 2.709
23 C 1.987 4.474 0.683
24 C -3.831 -4.443 1.777
25 C -3.472 3.059 -5.426
26 C 3.171 0.471 -1.721
27 C 3.496 0.321 2.534
28 C 3.334 2.836 -2.531
29 C -4.042 -5.574 2.570
30 C 3.965 2.222 4.070
31 C 1.627 -3.148 -3.718
32 C 3.208 -0.721 -2.413
33 C 1.093 4.599 3.014
34 C 1.424 -3.087 4.453
35 C -2.038 -1.628 -4.924
36 C -2.479 3.750 -2.938
37 C 5.047 2.001 -0.848
38 C -2.109 -2.819 -4.217
39 C 2.126 -1.464 -1.927
40 C -1.002 2.500 2.217
41 C -1.673 -6.008 2.639
42 C -2.977 -6.345 2.991
43 C -4.108 4.057 -4.689
44 C -1.725 -0.501 3.649
45 C -2.355 2.412 -4.925
46 C -2.365 0.301 2.512
47 C -1.659 -2.770 -2.907
48 C 0.189 2.773 1.559
49 C -2.519 -4.088 1.424
50 C 5.827 1.222 2.717
51 C 3.548 -0.863 3.247
52 C 4.098 1.626 -1.990
53 C 4.333 1.549 2.745
54 C -1.234 -0.515 -3.125
55 C -5.058 1.541 -2.160
56 C 3.202 -4.041 2.952
57 C -6.160 0.689 -1.554
58 C -1.863 2.744 -3.671
59 C -3.591 4.404 -3.441
60 C 2.057 -3.035 3.063
61 C -1.312 1.178 1.900
62 C 1.744 -2.884 -2.219
63 C 2.755 -3.827 -1.565
64 C -3.839 -0.225 -0.725
65 C -2.191 -2.866 0.635
66 C 0.797 4.161 1.576
67 C -1.461 -4.884 1.862
68 B 1.997 1.179 0.506
69 H 2.900 2.454 4.110
70 H -5.813 5.156 -4.524
71 H 6.422 2.136 2.784
72 H -2.698 -0.420 1.770
73 H 2.697 2.132 0.456
74 H -1.647 -3.645 -2.264
75 H 3.905 -0.984 -3.192
76 H -4.564 -2.977 0.851
77 H -0.461 -4.573 1.586
78 H -4.347 0.414 3.364
79 H 2.930 2.633 -3.524
80 H -2.071 4.016 -1.972
81 H 4.590 2.726 -0.176
82 H -1.375 0.163 4.445
83 H -1.577 3.183 2.820
84 H 5.954 2.455 -1.254
85 H 0.779 -3.050 -1.738
86 H -2.345 -1.597 -5.966
87 H -2.479 -3.731 -4.659
88 H 1.828 4.145 -0.340
89 H 3.759 -3.654 -1.963
90 H 2.484 3.072 -1.896
91 H -3.164 -7.220 3.603
92 H 3.658 -4.010 1.961
93 H -6.940 0.466 -2.283
94 H 2.789 -3.663 -0.487
95 H 4.530 3.147 4.212
96 H 2.848 -5.058 3.139
97 H 1.280 -4.167 -3.908
98 H 4.725 1.249 -2.805
99 H 2.600 -3.032 -4.204
100 H -3.850 2.799 -6.409
101 H -3.309 1.769 3.807
102 H -2.444 -1.206 4.076
103 H 6.106 0.693 1.807
104 H 2.909 4.020 1.051
105 H 1.480 5.621 3.025
106 H 3.991 3.709 -2.583
107 H 1.847 3.949 3.463
108 H -4.747 1.163 -3.136
109 H -4.009 1.688 2.184
110 H 2.489 -4.871 -1.752
111 H -4.058 5.196 -2.866
112 H 3.983 -3.820 3.685
113 H -6.607 1.194 -0.698
114 H 4.185 1.554 4.906
115 H -0.837 -6.609 2.971
116 H -1.862 1.639 -5.498
117 H 0.205 4.561 3.645
118 H 0.936 -2.451 -4.193
119 H 2.134 5.558 0.677
120 H 4.237 -1.113 4.039
121 H 6.095 0.586 3.564
122 H 0.562 -2.422 4.516
123 H 1.287 -3.287 2.324
124 H -5.361 2.582 -2.274
125 H -0.869 -1.060 3.269
126 H -5.061 -5.821 2.840
127 H 4.116 2.247 1.937
128 H 1.090 -4.100 4.694
129 H 2.144 -2.776 5.215
130 H 5.334 1.129 -0.261
131 H -0.023 4.791 1.211
132 H -5.735 4.222 -5.903

Kohn-Sham gap (alpha / beta)	6.11 / 7.53	eV
net charge	-1
<S²>	3.759
total energy	-134728.221	eV
max |F|	0.69	eV/Å
LUMO (alpha / beta)	0.072 / 0.072	hartree
E_HOMO (alpha / beta)	-4.15 / -5.58	eV
multiplicity	4

***

(6)
Density functional theory data (the ωB97M-V functional and the def2-TZVPD basis) for the molecule C8H8FNSi in a non-equilibrium geometry.

Positions of all 19 atoms, in Å:
1 Si 1.641 1.954 1.062
2 F -3.865 -0.849 -1.337
3 N 1.340 0.415 0.260
4 C -2.517 -0.526 -0.996
5 C -1.025 0.922 0.154
6 C -2.274 0.614 -0.280
7 C 0.051 -0.009 -0.084
8 C 2.276 -0.744 0.383
9 C 2.836 -1.780 0.387
10 C -0.239 -1.230 -0.788
11 C -1.565 -1.456 -1.283
12 H -0.805 1.830 0.725
13 H 3.048 1.655 1.299
14 H 1.375 2.381 2.453
15 H 3.240 -2.824 0.576
16 H -3.119 1.142 0.152
17 H -1.850 -2.372 -1.692
18 H 0.458 -1.989 -1.184
19 H 0.994 2.867 0.193

Kohn-Sham gap	9.17	eV
energy relative to the best compared isomer or geometry (same formula, charge and spin)	0.00	kJ/mol
total energy	-20507.199	eV
max |F|	6.43	eV/Å
SMILES string	C#CN([SiH3])c1ccc(F)cc1
LUMO	0.027	hartree
E_HOMO	-8.42	eV

***

(7)
Density functional theory data (the ωB97M-V functional and the def2-TZVPD basis) for C14H14BF9N6OZn as an isolated structure in a non-equilibrium geometry.

Positions of all 46 atoms, in Å:
1 Zn -0.092 0.159 0.337
2 F 2.990 -1.835 -0.909
3 F 1.231 -1.775 3.559
4 F 4.022 -2.695 2.301
5 F -0.160 -2.065 1.913
6 F 4.419 -0.892 1.106
7 F 2.605 -3.685 0.197
8 F 3.521 -0.701 3.079
9 F 1.312 -3.626 2.381
10 F 0.939 -2.490 -0.574
11 O 1.664 -0.285 1.046
12 N -2.342 -0.425 -1.574
13 N -1.535 -0.943 -0.572
14 N -2.139 1.979 -0.917
15 N -1.286 1.820 0.173
16 N -0.573 0.996 -2.542
17 N 0.388 0.692 -1.596
18 C 2.180 -2.414 0.012
19 C 3.539 -1.467 1.958
20 C -2.445 3.728 0.406
21 C 0.026 1.245 -3.716
22 C 0.972 1.498 3.513
23 C 1.145 -2.284 2.304
24 C 2.105 -1.553 1.314
25 C -2.859 3.104 -0.766
26 C -2.960 -2.527 -1.258
27 C -1.464 2.893 0.969
28 C 1.591 0.785 -2.182
29 C 1.402 1.126 -3.537
30 C -1.906 -2.220 -0.391
31 C -3.215 -1.362 -1.973
32 B -2.076 1.003 -2.123
33 H -0.580 1.478 -4.577
34 H -3.629 3.334 -1.481
35 H 2.499 0.603 -1.619
36 H 1.264 1.550 2.457
37 H 2.169 1.261 -4.271
38 H -2.797 1.313 -3.021
39 H 0.113 0.825 3.623
40 H -3.966 -1.111 -2.705
41 H 0.705 2.497 3.885
42 H 1.816 1.115 4.101
43 H -2.824 4.648 0.805
44 H -0.889 3.036 1.876
45 H -3.468 -3.467 -1.331
46 H -1.413 -2.867 0.319

Kohn-Sham gap (alpha / beta)	3.12 / 2.97	eV
net charge	+2
total energy	-99266.818	eV
max |F|	3.03	eV/Å
LUMO (alpha / beta)	-0.485 / -0.487	hartree
E_HOMO (alpha / beta)	-16.32 / -16.21	eV

***

(8)
Density functional theory data (the ωB97M-V functional and the def2-TZVPD basis) for a 3-piece molecular cluster, C16H29BF9O8S overall.

Positions of all 64 atoms, in Å:
1 S 3.162 0.271 -1.700
2 F 2.081 0.781 -0.648
3 F 3.040 -1.202 -1.109
4 F 0.300 -1.013 -1.476
5 F 4.310 -0.208 -2.697
6 F 3.322 1.761 -2.231
7 F -0.247 -0.948 -3.570
8 F 2.232 -1.319 -3.539
9 F 4.286 0.577 -0.630
10 F 1.953 0.759 -3.991
11 O -6.936 1.134 -1.921
12 O 5.648 1.999 3.941
13 O 4.389 3.294 5.295
14 O -1.030 -6.078 1.878
15 O 5.042 4.114 3.406
16 O -1.780 -4.267 0.744
17 O -4.713 0.928 -2.737
18 O -2.826 -6.140 0.514
19 C 5.708 3.985 2.135
20 C -3.777 2.347 -1.037
21 C -0.716 -3.468 1.295
22 C 0.569 -3.642 0.518
23 C 1.848 -0.155 -3.036
24 C 0.347 -0.235 -2.589
25 C -1.687 0.991 -1.699
26 C 4.363 2.220 6.240
27 C -4.624 1.117 -1.363
28 C -2.998 -7.515 0.858
29 C -6.076 1.256 -0.836
30 C -1.772 -5.550 1.085
31 C 5.047 3.020 4.165
32 C -0.337 1.097 -2.411
33 C 4.832 3.294 1.116
34 C -2.407 2.341 -1.728
35 B -6.160 0.998 -3.196
36 H -4.340 3.220 -1.396
37 H 3.788 1.383 5.847
38 H 6.650 3.456 2.280
39 H 0.330 1.774 -1.872
40 H 5.325 3.285 0.143
41 H -1.520 0.680 -0.658
42 H 3.880 3.815 1.016
43 H -2.539 2.645 -2.774
44 H -6.209 2.241 -0.342
45 H 0.410 -3.401 -0.532
46 H -4.158 0.230 -0.885
47 H -0.474 1.510 -3.418
48 H -6.471 -0.040 -3.792
49 H 4.636 2.263 1.406
50 H -3.045 -7.640 1.938
51 H -3.657 2.452 0.052
52 H 1.330 -2.968 0.913
53 H -6.277 0.476 -0.079
54 H -6.314 1.996 -3.925
55 H -0.589 -3.728 2.346
56 H -3.935 -7.813 0.398
57 H 5.921 5.012 1.844
58 H 5.373 1.886 6.469
59 H -1.085 -2.447 1.222
60 H 3.883 2.625 7.126
61 H -2.316 0.231 -2.177
62 H -1.753 3.093 -1.256
63 H -2.176 -8.112 0.464
64 H 0.937 -4.665 0.598

Kohn-Sham gap	5.48	eV
net charge	-1
total energy	-69412.812	eV
max |F|	1.00	eV/Å
LUMO	0.069	hartree
E_HOMO	-3.60	eV